{"formula": "C48H90N4O28", "method": "the ωB97M-V functional and the def2-TZVPD basis", "e_tot_ha": -4208.46560, "lumo_ha": 0.0143, "charge": 0, "smiles": "Oc1ccc(O)cc1.COCCNCCOC.COCCNCCOC.COCCNCCOC.COCCNCCOC.O=C1OCCO1.O=C1OCCO1.O=C1OCCO1.O=C1OCCO1.O=C1OCCO1.O=C1OCCO1", "homo_ha": -0.280, "gap_ev": 8.01, "elements": ["O", "C", "C", "C", "C", "O", "C", "C", "H", "H", "H", "H", "H", "H", "C", "O", "C", "C", "N", "C", "C", "O", "C", "H", "H", "H", "H", "H", "H", "H", "H", "H", "H", "H", "H", "H", "H", "H", "C", "O", "C", "C", "N", "C", "C", "O", "C", "H", "H", "H", "H", "H", "H", "H", "H", "H", "H", "H", "H", "H", "H", "H", "C", "O", "C", "C", "N", "C", "C", "O", "C", "H", "H", "H", "H", "H", "H", "H", "H", "H", "H", "H", "H", "H", "H", "H", "C", "O", "C", "C", "N", "C", "C", "O", "C", "H", "H", "H", "H", "H", "H", "H", "H", "H", "H", "H", "H", "H", "H", "H", "O", "C", "O", "C", "C", "O", "H", "H", "H", "H", "O", "C", "O", "C", "C", "O", "H", "H", "H", "H", "O", "C", "O", "C", "C", "O", "H", "H", "H", "H", "O", "C", "O", "C", "C", "O", "H", "H", "H", "H", "O", "C", "O", "C", "C", "O", "H", "H", "H", "H", "O", "C", "O", "C", "C", "O", "H", "H", "H", "H"], "positions_angstrom": [[1.82087, 4.22254, 2.95260], [0.72051, 3.73180, 2.29899], [-0.46445, 3.50130, 3.00568], [-1.54677, 2.87727, 2.38809], [-1.42658, 2.51699, 1.05001], [-2.46024, 1.86472, 0.43479], [-0.27301, 2.77052, 0.33387], [0.82571, 3.34805, 0.97277], [1.80396, 3.93863, 3.87421], [-0.49989, 3.66046, 4.07644], [-2.41936, 2.66275, 2.98717], [-2.14588, 1.47372, -0.39371], [-0.14066, 2.55931, -0.72076], [1.82440, 3.39841, 0.55572], [-3.15979, -0.99751, -1.21152], [-1.87760, -0.41216, -1.31806], [-0.83083, -1.32704, -1.60946], [0.46762, -0.56042, -1.36753], [0.75980, -0.35961, 0.06376], [2.10181, 0.13135, 0.30422], [2.23560, 0.46829, 1.79422], [3.56345, 0.34321, 2.22304], [3.73961, 0.81274, 3.52643], [-3.33798, -1.72757, -2.00892], [-3.89544, -0.20319, -1.32325], [-3.34191, -1.56590, -0.29454], [-0.74053, -1.63778, -2.65479], [-0.94575, -2.16740, -0.92512], [0.45015, 0.41134, -1.87220], [1.28461, -1.17257, -1.75483], [0.10814, 0.38629, 0.30521], [2.33298, 1.05752, -0.24091], [2.79508, -0.67273, 0.04901], [1.62383, -0.27232, 2.33298], [1.71306, 1.40608, 2.01258], [3.30434, 1.80094, 3.70568], [4.79444, 0.94125, 3.78425], [3.32774, 0.09277, 4.24533], [-1.03764, -7.35613, 0.02991], [-1.29105, -7.02668, 1.38405], [-1.94655, -5.77886, 1.52377], [-1.16532, -4.60360, 0.96329], [0.07948, -4.47292, 1.69318], [0.77935, -3.23911, 1.42818], [1.91029, -3.09408, 2.43493], [1.39370, -2.99473, 3.75264], [2.34315, -3.34324, 4.75592], [-0.35839, -6.70703, -0.53443], [-2.02282, -7.32045, -0.44477], [-0.56731, -8.33006, -0.09177], [-2.14585, -5.66961, 2.58984], [-2.95772, -5.76648, 1.09410], [-1.67919, -3.63083, 0.94705], [-0.92128, -4.78404, -0.09329], [0.09266, -4.76130, 2.65786], [0.13982, -2.34849, 1.50511], [1.08477, -3.35628, 0.38007], [2.54690, -2.22810, 2.20460], [2.67392, -3.87940, 2.39606], [2.08286, -4.22844, 5.34059], [2.46949, -2.50794, 5.44290], [3.30390, -3.60800, 4.30949], [6.18663, 3.97015, 1.74489], [7.06598, 3.00180, 1.22013], [6.58397, 1.68139, 1.39456], [6.98687, 0.62894, 0.33752], [6.97262, 1.17059, -1.02519], [5.65559, 1.16454, -1.62686], [5.66993, 1.12226, -3.16957], [6.69823, 1.95624, -3.68394], [6.42501, 2.29754, -5.02451], [5.14503, 3.77941, 1.47667], [6.46887, 4.97129, 1.42137], [6.31815, 3.96356, 2.83535], [5.49452, 1.68900, 1.49618], [6.95683, 1.34431, 2.37106], [6.30239, -0.21153, 0.42499], [7.99557, 0.31767, 0.61279], [7.27881, 2.13353, -0.97448], [5.09651, 2.07319, -1.34901], [4.94020, 0.39770, -1.31591], [4.68820, 1.53436, -3.42070], [5.87394, 0.10943, -3.52337], [5.43178, 2.75902, -5.10021], [6.44279, 1.43296, -5.69260], [7.09533, 3.08325, -5.36927], [-5.98070, -0.71623, -4.26858], [-5.35022, 0.17114, -5.14245], [-4.10121, -0.28449, -5.60332], [-3.37750, 0.70388, -6.51758], [-4.00142, 0.76207, -7.83799], [-5.09458, 1.72642, -7.90257], [-5.35167, 2.14769, -9.34134], [-6.40540, 3.04689, -9.44852], [-6.58010, 3.53856, -10.76613], [-5.51211, -1.06342, -3.33504], [-6.04623, -1.66842, -4.81845], [-6.98149, -0.45236, -3.93190], [-4.16540, -1.27745, -6.05843], [-3.41785, -0.37328, -4.74371], [-2.36739, 0.29199, -6.51450], [-3.34989, 1.70661, -6.07722], [-3.28063, 0.81286, -8.54285], [-4.86530, 2.55579, -7.21997], [-5.99413, 1.29232, -7.46044], [-5.49513, 1.18707, -9.85852], [-4.40061, 2.51047, -9.75689], [-6.37105, 2.75112, -11.49281], [-5.94226, 4.41469, -10.90334], [-7.60375, 3.86818, -10.93874], [-5.64850, 2.08660, -1.28869], [-6.53975, 2.25863, -2.06169], [-6.50607, 3.28807, -2.94604], [-7.83724, 3.45673, -3.45827], [-8.43538, 2.09268, -3.23761], [-7.71062, 1.59499, -2.12026], [-8.33181, 4.22992, -2.86508], [-7.80883, 3.75062, -4.50458], [-8.17157, 1.44458, -4.07779], [-9.50405, 2.17027, -3.05505], [3.55172, 2.22493, 7.75534], [4.05078, 3.18458, 7.29364], [4.37593, 4.32380, 7.94597], [4.90593, 5.30211, 7.07062], [5.00327, 4.56163, 5.72289], [4.32847, 3.31508, 5.96740], [4.23137, 6.14534, 6.93946], [5.89151, 5.61322, 7.40586], [6.02948, 4.40912, 5.40223], [4.35313, 5.02575, 4.98530], [1.73109, -2.36210, -3.92017], [1.49167, -3.52477, -3.96847], [0.22785, -4.00715, -3.98341], [0.24017, -5.41755, -4.01095], [1.73529, -5.72930, -3.58005], [2.37895, -4.52010, -3.99075], [-0.48315, -5.84388, -3.32024], [0.09205, -5.86519, -4.99410], [2.01012, -6.62943, -4.11691], [1.87763, -5.69778, -2.50011], [-7.91822, -3.16239, -0.99971], [-7.55291, -2.28041, -0.29393], [-8.41612, -1.32996, 0.10174], [-7.80182, -0.30110, 0.84457], [-6.29855, -0.68822, 0.74749], [-6.31232, -2.00071, 0.14875], [-7.94183, 0.64211, 0.31875], [-8.14432, -0.19834, 1.87189], [-5.88111, -0.73812, 1.74849], [-5.77120, -0.03449, 0.05927], [2.77363, -2.49476, 8.65135], [3.58979, -2.09350, 7.89089], [4.31300, -2.84158, 7.05531], [5.30701, -2.08164, 6.37038], [4.94197, -0.62781, 6.78602], [3.92511, -0.79623, 7.73142], [6.30667, -2.32587, 6.72613], [5.24406, -2.29089, 5.30536], [4.61519, -0.08322, 5.90381], [5.86058, -0.23824, 7.21990], [1.31654, 2.64325, 4.60956], [0.72793, 1.70111, 5.03211], [-0.53598, 1.75619, 5.54245], [-0.93397, 0.46661, 5.96840], [0.08087, -0.46974, 5.26279], [1.11124, 0.42922, 4.95864], [-0.82725, 0.38438, 7.05153], [-1.94353, 0.11182, 5.76135], [-0.24947, -0.94404, 4.33808], [0.24956, -1.28378, 5.96933]], "forces_ev_per_angstrom": [[0.4302, 1.0052, -1.3007], [-0.0760, -0.0724, 0.7477], [-0.5146, -0.1689, -0.5551], [0.8578, 0.3317, 0.1326], [-0.6546, -0.4455, -0.6878], [-0.2600, 0.0771, 0.2355], [1.1990, 0.7039, 0.2106], [-0.0840, 0.1431, 0.6338], [-0.1862, 0.1421, -0.3222], [-0.2226, 0.4909, -0.3926], [-0.2041, -0.1304, -0.2651], [-0.0688, -0.0921, 0.0795], [-0.4415, -0.3270, -0.0290], [-0.1935, 0.2010, -0.4528], [-0.2371, -0.3657, -0.5601], [-0.3891, 0.0067, -0.2572], [0.8419, 1.1622, 0.4797], [0.6511, -0.8816, 0.9311], [-1.0179, 0.4937, -0.6074], [0.0579, 0.3291, 0.7651], [-1.2657, -1.3641, -0.0923], [0.5293, 0.6935, -0.5684], [0.3326, 0.1421, 1.0092], [0.1058, 0.1200, -0.2432], [-0.0070, 0.0475, 0.1727], [0.3093, 0.2898, 0.3336], [-0.8371, -0.1550, -0.0857], [0.3338, -0.3158, -0.1059], [-0.0692, -0.1400, -0.4543], [0.0030, 0.1723, -0.3229], [0.0908, -0.1634, 0.6143], [0.2005, -0.1903, -0.4172], [0.2143, 0.1791, -0.0882], [0.0336, -0.1233, 0.0059], [0.7647, 0.2974, 0.0561], [-0.2512, -0.2113, -0.1857], [0.1787, -0.2736, -0.5106], [-0.1309, 0.1987, -0.0628], [-0.5934, 0.0759, -0.2716], [0.6668, 0.1312, -0.3117], [-0.7003, 0.3804, -0.0198], [0.9972, -0.0921, 0.5547], [0.1739, -0.2726, -0.3737], [-0.0820, -0.7564, 0.6604], [1.1948, 0.4766, -0.6781], [-0.0421, -0.4459, 0.2283], [0.1750, 0.0276, -0.1934], [-0.0424, 0.4810, 0.4585], [0.1392, -0.3026, -0.5846], [-0.3805, -0.2602, 0.6069], [0.3726, 0.1217, 0.1307], [0.0686, -0.3891, -0.4280], [-0.6410, -0.2736, 0.3071], [-0.1004, -0.0318, 0.0175], [-0.4668, 0.1727, 0.0830], [0.0004, -0.0382, -0.0936], [0.5863, 0.7300, 0.1685], [-0.4321, 0.3797, 0.0034], [-0.5736, -0.6405, -0.1662], [-0.5560, 0.0625, -0.0747], [0.0244, 0.0604, -0.0605], [0.1280, 0.3139, -0.0253], [0.4046, -0.0547, 0.6555], [0.0711, -0.1295, -1.3152], [-0.7034, -0.4975, 1.1018], [0.6264, 1.6521, 0.1024], [-0.3363, -1.1576, 0.4413], [-0.5876, 1.1161, -0.7969], [0.6790, 0.2931, 1.1128], [-0.3009, 0.3397, -0.1042], [-0.5027, 0.5042, 0.0740], [-0.0221, -0.0292, 0.0473], [0.1598, -0.1557, -0.3287], [-0.4660, 0.0436, 0.0966], [-0.0730, 0.1507, -0.2219], [-0.0375, -0.2355, 0.0764], [0.0462, -0.0829, 0.0217], [0.0865, -0.2700, -0.3496], [0.2125, -0.0441, -0.1336], [0.1213, 0.1945, -0.0613], [0.6515, -0.5154, 0.2974], [-0.0838, -0.4449, -0.6524], [-0.4716, -0.1311, -0.1380], [-0.1496, -0.1756, -0.0115], [0.1700, -0.0667, -0.0298], [0.4370, -0.3061, 0.1420], [-0.1966, -2.3109, -0.2452], [-0.2672, 1.0475, 0.3945], [0.9569, 0.4343, 1.0185], [-1.1796, -0.7104, -0.0473], [0.4164, -0.5338, 0.3419], [0.1490, 0.2651, 0.3673], [1.1076, -1.0381, 0.4537], [-0.5379, 0.0252, -0.0365], [0.0970, 0.0442, 0.1182], [0.9002, 0.8830, -0.0742], [-0.5187, -0.0822, 0.1009], [-0.0366, 0.6409, -0.6076], [-0.2054, 0.0506, -0.2556], [-0.1730, -0.2452, 0.2159], [0.1158, 0.2250, -0.6056], [0.0749, -0.0694, 0.3185], [-0.3213, 0.5279, -0.2684], [0.0057, 0.4367, -0.3869], [-0.0458, -0.2057, -0.2264], [-0.5724, 0.1886, -0.3729], [-0.0999, 0.5358, -0.0298], [0.1763, 0.1052, -0.1405], [0.2209, -0.1275, -0.2981], [-0.1141, -0.1156, 0.3936], [-0.3180, -0.8741, -0.0135], [0.7380, 1.3040, 0.3251], [-0.5176, -0.3497, -0.1836], [0.2748, 0.3635, 0.0918], [0.0545, 0.0352, -0.8820], [0.1235, -0.0829, 0.4996], [-0.0019, 0.0002, -0.0556], [0.1166, -0.0077, 0.0344], [-0.5005, -0.0041, -0.0484], [0.0601, -0.4846, 0.1732], [-0.2852, -0.6427, 0.6783], [0.1935, 0.9608, -1.1983], [-0.1303, -0.1610, 0.6199], [0.2253, -0.3147, -1.0121], [-1.0867, -0.1041, 0.1276], [0.6628, -0.1228, 0.4462], [-0.0341, 0.0624, 0.5453], [-0.1243, 0.1346, 0.2626], [-0.0850, -0.1615, -0.2306], [0.6354, 0.3410, -0.3711], [0.2733, 0.0207, -0.1643], [-0.5103, 0.3910, 0.0019], [-0.5696, -0.0040, -0.1497], [1.6619, -0.9819, 0.8434], [-2.0788, 0.9344, -0.0313], [0.7955, -0.3883, -0.5409], [-0.0903, 0.2515, 0.0719], [-0.2480, 0.5491, -0.2325], [0.9006, 0.1586, 0.2241], [-0.1644, -0.9418, 0.0223], [0.7093, -0.6479, 0.0676], [-0.4444, 0.7052, -0.2970], [-0.9884, 0.2464, 0.4815], [1.4419, 0.4079, -0.6523], [-0.7417, -0.0051, 0.0903], [-0.0593, -0.2520, 0.0991], [-0.2539, 0.0117, 0.0863], [-0.2991, -0.4383, -0.0517], [0.4860, -0.0733, -0.2025], [0.2214, 0.1579, 0.3199], [-0.2289, -0.1302, 0.0139], [0.3369, 0.6676, -0.1001], [0.4913, -1.1926, -0.2659], [-0.3711, 0.4801, 0.3291], [1.1158, -1.1387, -1.0938], [-0.5113, 0.4480, 0.6036], [-0.1064, -0.3590, 0.0780], [-0.1173, 0.0739, -0.0269], [-0.1434, 0.4205, 0.4083], [-0.4111, 0.7104, 0.2021], [0.5293, -1.2981, 2.0094], [-1.7175, -0.9501, 0.1576], [-0.0344, 0.5756, -0.1754], [0.4895, -1.5677, 0.1612], [-1.9750, 0.0136, 0.5949], [1.7721, -0.1216, 0.0446], [0.2226, 0.2459, 0.0098], [-0.2010, 0.9717, -0.5072], [-0.1800, 0.2795, -0.0505], [1.1736, 0.1915, -0.1196]]}